Record 1
Entry from the OMol25 dataset: 2 unconnected molecules or ions with the total composition C3H7NO3 in a non-equilibrium geometry (wB97M-V/def2-TZVPD).

Structure (XYZ):
```
14
Properties=species:S:1:pos:R:3:nbo_charge:R:1
O 2.66128 -0.95399 0.12855 -0.7024
O 0.79267 0.21214 -0.55512 -0.7159
O -2.72445 -0.36935 -0.30617 -0.6061
N -1.39877 1.30112 0.47300 -0.8217
C -1.64166 0.17391 -0.23189 0.6453
C -0.42733 -0.40574 -0.95666 -0.1726
C 1.76540 -0.55127 0.92641 0.3260
H 1.90452 0.37316 1.50711 0.1352
H -0.40718 -1.48520 -0.77240 0.2033
H 1.72004 -0.30623 -0.88179 0.5466
H -2.16183 1.74843 0.95357 0.4081
H -0.57632 -0.24227 -2.02822 0.2129
H 0.98568 -1.23144 1.30048 0.1307
H -0.49204 1.73671 0.44312 0.4105
```

## Properties
E_HOMO: -10.190 eV
Kohn-Sham gap: 10.864 eV
SMILES: NC(=O)CO.C=O
DFT total energy: -398.92667 a.u.

Record 2
Entry from the OMol25 dataset: 9 unconnected molecules or ions with the total composition C23H64O13 in a non-equilibrium geometry (wB97M-V/def2-TZVPD).

Structure (XYZ):
```
100
Properties=species:S:1:pos:R:3:mulliken_charge:R:1
O -2.94140 2.12252 -4.84007 -0.5407
O 4.76018 -3.99344 0.26013 -0.5006
O 7.14956 0.66152 -5.81492 -0.5354
O 4.14457 -6.48043 -1.04226 -0.4878
O 3.94149 -5.74334 -6.81618 -0.5209
O -0.71024 1.06495 7.41766 -0.5593
O -3.86754 -0.28913 -5.59532 -0.5216
O 3.48763 -3.28606 -5.22975 -0.5124
O -5.23706 2.31613 5.53274 -0.5073
O -0.73742 8.06499 -0.33175 -0.5096
O -0.75515 5.00362 -1.52775 -0.4871
O 1.14546 -0.47410 -1.84686 -0.4752
O -2.39667 -5.68943 4.98222 -0.5466
C 2.64459 -5.45279 -6.21559 -0.1639
C 5.78436 -4.83460 -0.19456 -0.4367
C -4.91245 4.62617 6.24926 -1.3141
C -5.54565 3.58569 5.24967 0.5120
C 0.96505 2.74142 7.01683 -1.1664
C -1.65447 6.93774 -0.39319 -0.5225
C 5.72928 1.29878 -7.51008 -0.9798
C -4.92579 0.67304 -5.32655 -0.3899
C 1.47437 0.21304 6.90671 -1.2400
C 0.13426 -0.95918 -0.90255 0.3625
C 5.18126 -6.26130 -0.17063 -0.3608
C -4.99429 3.72533 3.77388 -1.2235
C -1.54975 6.14152 -1.62542 -0.3253
C 0.44698 1.34115 6.68033 0.4940
C -4.31781 1.84115 -4.45899 -0.2878
C -2.93107 -3.48975 4.23634 -1.4816
C -0.16511 -0.02958 0.28993 -1.2045
C -1.10214 -1.48959 -1.58939 -1.0826
C 2.49522 -3.92059 -6.08340 -0.5648
C 6.41686 1.74538 -6.28082 0.1424
C -3.74289 -4.27757 6.44475 -1.2570
C -3.41431 -4.69902 5.01272 0.6876
C 5.40020 1.83917 -5.11200 -1.1718
H 5.94436 2.25747 -4.26523 0.3378
H -2.55041 5.71424 -1.69027 0.2418
H -4.91973 4.78153 3.51508 0.3195
H -3.10369 0.23900 -5.83867 0.3195
H -4.32387 -3.35539 6.45690 0.3347
H -5.21457 1.09607 -6.28871 0.2341
H 6.01731 -6.89981 -0.45597 0.2571
H 0.21728 1.25781 5.61807 0.2040
H 6.49219 1.16543 -8.27708 0.3222
H 0.02642 5.41210 -1.14840 0.3224
H -0.52578 -0.69144 1.07732 0.3362
H -1.64821 -0.70304 -2.11019 0.3077
H -1.78923 -1.88009 -0.83871 0.3322
H 0.40696 -1.86631 -0.36325 0.2509
H 6.08810 -4.49948 -1.18629 0.2844
H 3.41428 -6.88665 -0.56975 0.3135
H 1.58267 -3.51145 -5.64985 0.4280
H -1.52928 6.70095 -2.56069 0.2991
H -4.99577 4.44873 7.32149 0.3605
H -0.70083 -2.34619 -2.13094 0.2664
H -4.34816 1.47098 -3.43422 0.2651
H 5.37308 0.28401 -7.33272 0.1719
H 4.87111 1.91432 -7.77984 0.3326
H 4.94674 -6.60101 0.83819 0.3225
H -3.55198 -2.60658 4.38661 0.3757
H 2.11318 0.49283 7.74440 0.3047
H 0.73705 0.28579 -2.26801 0.2873
H -5.29331 5.63772 6.10854 0.3597
H 4.90726 0.92384 -4.78445 0.3530
H -1.47498 6.35955 0.51322 0.3395
H 2.61863 -6.00161 -5.27420 0.2197
H -1.39235 1.55045 6.94796 0.2799
H 1.85812 2.89429 6.41092 0.3308
H 3.00105 -2.68149 -4.66466 0.2910
H 0.96696 -0.59334 7.43623 0.3664
H 4.22765 -3.98400 -0.53856 0.3011
H 4.72718 2.63710 -5.42579 0.3242
H -1.12703 8.65823 0.31468 0.3020
H -5.72018 0.09194 -4.85819 0.3036
H -2.88283 -3.76165 3.18190 0.3781
H 0.74183 0.51764 0.54705 0.3186
H -5.71813 1.83008 4.85900 0.3300
H -5.86227 3.38619 3.20846 0.4151
H -4.21885 -5.17744 4.45421 0.1918
H 1.25250 2.81747 8.06549 0.2995
H -1.78456 -5.48615 4.27116 0.2984
H -2.83796 -4.03039 6.99982 0.3105
H 0.30420 3.54111 6.68235 0.3532
H 2.03215 0.02576 5.98916 0.3313
H -1.92093 -3.24239 4.56271 0.3853
H -4.99762 2.68866 -4.37127 0.3610
H 6.45263 0.05755 -5.54830 0.3459
H -2.68450 7.27590 -0.28005 0.3391
H 7.09754 2.59400 -6.34883 0.3601
H 2.71478 -3.49046 -7.06058 0.2520
H -4.10550 3.21437 3.40366 0.3028
H 4.59844 -5.08383 -6.58155 0.3090
H -4.36102 -4.96218 7.02554 0.3241
H -2.60236 2.87246 -4.34586 0.2580
H -0.91943 0.74382 0.14531 0.2999
H 1.81474 -5.71439 -6.87210 0.2582
H -6.62200 3.73444 5.33592 0.1512
H -3.83924 4.69831 6.07285 0.2955
H 6.62016 -4.78881 0.50362 0.3078
```

## Properties
E_HOMO: -9.657 eV
Kohn-Sham gap: 9.611 eV
SMILES: CC(C)O.CC(C)O.CC(C)O.CC(C)O.CC(C)O.OCCO.OCCO.OCCO.OCCO
DFT total energy: -1892.56154 a.u.

Record 3
Entry from the OMol25 dataset: C4H9FN2O in the gas phase in a non-equilibrium geometry (wB97M-V/def2-TZVPD).

Structure (XYZ):
```
17
Properties=species:S:1:pos:R:3:nbo_charge:R:1
F 0.73436 1.44836 -0.59779 -0.3992
O -1.83714 1.55240 -0.04941 -0.7160
N 0.22201 -1.27684 0.11370 -0.6174
N -1.74762 -1.16437 -1.04343 -0.7100
C -1.49644 0.44632 0.75788 -0.1300
C -1.01752 -0.73879 -0.10743 0.4171
C 1.81071 0.52180 -0.47841 0.0386
C 1.43436 -0.55531 0.47755 -0.2620
H 2.27959 -1.26205 0.53592 0.2240
H -2.63787 -0.67998 -1.10881 0.3531
H 1.34442 -0.18524 1.52009 0.2092
H 2.67595 1.09631 -0.16470 0.1819
H 1.96929 0.12231 -1.45879 0.1749
H 0.39372 -1.92224 -0.64559 0.3885
H -2.42393 0.16170 1.34982 0.2016
H -0.65823 0.61714 1.45737 0.1559
H -1.04566 1.81847 -0.55797 0.4895
```

## Properties
E_HOMO: -9.100 eV
Kohn-Sham gap: 9.846 eV
SMILES: [H]/N=C(\CO)NCCF
DFT total energy: -442.40235 a.u.

Record 4
Entry from the OMol25 dataset: C4H5NO2 in the gas phase (wB97M-V/def2-TZVPD).

Structure (XYZ):
```
12
Properties=species:S:1:pos:R:3:nbo_charge:R:1
O -0.15879 -0.71491 2.99365 -0.5667
O 0.33966 1.48558 -2.26835 -0.4793
N 0.18744 0.00841 -0.47387 -0.3409
C -0.77112 -0.69019 -1.04076 -0.1469
C -0.37045 -0.48203 1.81286 0.3217
C 0.72804 1.16347 -1.18636 0.5649
C 0.61405 -0.18589 0.81626 -0.2509
H -1.26945 -0.27765 -1.91039 0.2192
H -1.01116 -1.66006 -0.62772 0.2147
H -1.41562 -0.39733 1.40987 0.1001
H 1.48620 1.68424 -0.57908 0.1497
H 1.64120 0.06634 1.05389 0.2143
```

## Properties
E_HOMO (spin up / spin down): -8.440 / -8.236 eV
Kohn-Sham gap (spin up / spin down): 7.432 / 6.973 eV
DFT total energy: -360.56054 a.u.

Record 5
Entry from the OMol25 dataset: 2 unconnected molecules or ions with the total composition C5H15BrNSi in a non-equilibrium geometry (wB97M-V/def2-TZVPD).

Structure (XYZ):
```
23
Properties=species:S:1:pos:R:3:nbo_charge:R:1
Br -1.01935 -2.34964 -0.81299 -0.0052
Si 0.86093 0.28959 -0.18297 1.5963
N -3.21553 -0.22120 0.28023 -0.8811
C 0.45961 -1.50683 0.05560 -0.5351
C 1.43444 0.33157 -1.97782 -1.1211
C 2.05138 0.93005 1.11965 -1.0896
C -0.54856 1.52702 -0.03359 -1.1302
C 1.13127 -2.34020 0.80800 -0.3529
H -3.16862 -1.22318 0.65301 0.4684
H 0.87025 -0.25577 -2.67680 0.2527
H -3.77919 0.16039 1.04327 0.4519
H -3.82004 -0.15070 -0.50796 0.4513
H -1.19936 1.51083 -0.80552 0.2155
H -1.12399 1.71706 0.81013 0.2297
H 0.09349 2.41036 -0.15542 0.2774
H 2.41166 -0.03221 -2.22210 0.2647
H 1.85973 -2.02882 1.45685 0.2103
H 3.01368 1.15044 0.71555 0.2613
H 1.59864 1.79752 1.53554 0.2421
H -2.25669 0.01704 0.10402 0.4803
H 0.85425 -3.33087 1.19233 0.2213
H 2.00237 0.23718 1.95396 0.2457
H 1.48965 1.36039 -2.35296 0.2463
```

## Properties
E_HOMO: -13.034 eV
Kohn-Sham gap: 9.221 eV
Charge: +1
DFT total energy: -3117.48674 a.u.

Record 6
Entry from the OMol25 dataset: 2 unconnected molecules or ions with the total composition C3H6O2P in a non-equilibrium geometry (wB97M-V/def2-TZVPD).

Structure (XYZ):
```
12
Properties=species:S:1:pos:R:3:nbo_charge:R:1
P -0.86062 -0.72117 -0.80492 2.1853
O -2.21994 -0.16904 -0.83706 -1.1213
O -0.32855 -1.35529 -2.06559 -1.1399
C 0.94626 1.05859 -0.19521 -0.4901
C 0.69641 2.32190 0.08408 -0.5214
C -0.36971 -1.71347 0.65139 -1.0171
H -0.44384 2.62825 0.26473 0.1611
H 0.66104 -1.80955 0.76588 0.2309
H -0.69466 -1.35903 1.56487 0.2193
H -0.69306 -2.87653 0.78834 0.2039
H 1.96053 0.84635 -0.36083 0.1363
H 1.34614 3.14899 0.14430 0.1530
```

## Properties
E_HOMO: -4.038 eV
Kohn-Sham gap: 8.255 eV
Charge: -1
DFT total energy: -609.74804 a.u.

The lowest DFT total energy belongs to which entry?
C5H15BrNSi

Repeat the first record exactly.
Entry from the OMol25 dataset: 2 unconnected molecules or ions with the total composition C3H7NO3 in a non-equilibrium geometry (wB97M-V/def2-TZVPD).

Structure (XYZ):
```
14
Properties=species:S:1:pos:R:3:nbo_charge:R:1
O 2.66128 -0.95399 0.12855 -0.7024
O 0.79267 0.21214 -0.55512 -0.7159
O -2.72445 -0.36935 -0.30617 -0.6061
N -1.39877 1.30112 0.47300 -0.8217
C -1.64166 0.17391 -0.23189 0.6453
C -0.42733 -0.40574 -0.95666 -0.1726
C 1.76540 -0.55127 0.92641 0.3260
H 1.90452 0.37316 1.50711 0.1352
H -0.40718 -1.48520 -0.77240 0.2033
H 1.72004 -0.30623 -0.88179 0.5466
H -2.16183 1.74843 0.95357 0.4081
H -0.57632 -0.24227 -2.02822 0.2129
H 0.98568 -1.23144 1.30048 0.1307
H -0.49204 1.73671 0.44312 0.4105
```

## Properties
E_HOMO: -10.190 eV
Kohn-Sham gap: 10.864 eV
SMILES: NC(=O)CO.C=O
DFT total energy: -398.92667 a.u.

Which of these has the highest DFT total energy?
C4H5NO2

Number 3 is which compound?
C4H9FN2O